# 1
{"formula": "C13H20AlF4N2OPSe3Te", "method": "ωB97M-V with the def2-TZVPD basis set", "species": ["Al", "C", "N", "C", "C", "C", "N", "C", "C", "F", "C", "F", "C", "C", "F", "C", "F", "H", "H", "H", "H", "H", "H", "H", "H", "H", "H", "H", "Se", "Se", "Te", "Se", "C", "P", "C", "C", "O", "H", "H", "H", "H", "H", "H", "H", "H", "H"], "xyz": [[0.022, 0.078, 0.721], [-3.083, 0.461, 0.962], [-1.810, 1.190, 0.868], [-1.713, 2.086, 2.011], [-1.690, 1.950, -0.393], [-0.294, 2.601, -0.482], [0.697, 1.651, 0.022], [2.064, 1.758, -0.164], [2.938, 0.624, -0.144], [2.368, -0.627, -0.147], [4.308, 0.791, -0.080], [5.124, -0.307, -0.035], [4.935, 2.048, -0.037], [4.090, 3.150, -0.031], [4.645, 4.368, 0.189], [2.706, 3.005, -0.150], [1.940, 4.134, -0.204], [-3.930, 1.178, 0.920], [-3.108, -0.038, 1.958], [-3.182, -0.281, 0.185], [-2.594, 2.777, 1.969], [-0.745, 2.581, 1.910], [-1.742, 1.484, 2.951], [-2.524, 2.697, -0.394], [-1.840, 1.267, -1.225], [-0.300, 3.564, 0.071], [-0.172, 2.886, -1.528], [6.030, 2.105, -0.020], [0.753, -0.538, 2.807], [-0.151, -4.509, 3.045], [1.856, -3.062, 2.758], [2.369, -3.743, 0.410], [-1.458, -3.586, 0.068], [-1.141, -2.311, -1.146], [-2.629, -1.808, -1.943], [0.101, -2.918, -2.301], [-0.468, -1.019, -0.587], [-2.308, -4.175, -0.301], [-1.708, -3.116, 1.048], [-0.595, -4.217, 0.295], [-2.906, -2.477, -2.753], [-2.509, -0.783, -2.331], [-3.481, -1.764, -1.196], [-0.302, -3.718, -2.907], [0.947, -3.334, -1.723], [0.488, -2.103, -2.942]], "lowdin_charge": [-0.219, -0.044, -0.326, -0.078, -0.155, -0.181, -0.023, -0.132, -0.127, -0.024, -0.181, 0.070, 0.071, -0.196, 0.078, -0.124, 0.067, 0.110, 0.118, 0.051, 0.117, 0.089, 0.097, 0.145, 0.106, 0.116, 0.128, 0.142, 0.192, -0.232, 0.287, -0.154, -0.218, 0.694, -0.168, -0.170, -0.285, 0.069, 0.030, -0.033, 0.064, 0.065, 0.077, 0.055, -0.045, 0.077], "gap_ev": 6.289, "e_tot_ev": -248925.43109, "relative_energy_kj_mol": 0.0, "total_charge": 0, "largest_force_ev_per_a": 2.852, "homo_energy_ev": -6.793}

---

# 2
{"formula": "C57H69N4OP2ScSi", "method": "ωB97M-V with the def2-TZVPD basis set", "species": ["Sc", "C", "Si", "C", "C", "C", "C", "C", "C", "P", "C", "C", "C", "C", "C", "C", "C", "C", "C", "C", "C", "C", "C", "C", "C", "C", "C", "C", "P", "C", "C", "C", "C", "C", "C", "C", "C", "C", "C", "C", "C", "H", "H", "H", "H", "H", "H", "H", "H", "H", "H", "H", "H", "H", "H", "H", "H", "H", "H", "H", "H", "H", "H", "H", "H", "H", "H", "H", "H", "H", "H", "H", "H", "H", "H", "H", "H", "H", "H", "H", "H", "H", "H", "H", "H", "H", "H", "H", "H", "H", "H", "H", "H", "H", "H", "H", "C", "O", "C", "C", "C", "C", "C", "C", "C", "N", "C", "C", "N", "C", "C", "C", "C", "N", "C", "C", "N", "C", "C", "C", "C", "H", "H", "H", "H", "H", "H", "H", "H", "H", "H", "H", "H", "H", "H"], "xyz": [[0.316, -0.328, -0.461], [-2.480, 2.582, -1.677], [-1.799, 1.407, -0.298], [-1.287, 2.600, 1.152], [-2.248, 3.158, 1.990], [-1.938, 4.148, 2.906], [-0.632, 4.596, 3.016], [0.353, 4.021, 2.235], [0.041, 3.023, 1.310], [1.352, 2.240, 0.308], [2.072, 3.598, -0.771], [2.086, 5.029, -0.223], [2.443, 5.980, -1.366], [1.303, 6.036, -2.393], [0.452, 4.766, -2.326], [1.347, 3.546, -2.137], [2.723, 1.735, 1.483], [3.445, 2.756, 2.382], [3.064, 2.576, 3.847], [3.506, 1.198, 4.338], [3.117, 0.081, 3.349], [2.125, 0.588, 2.309], [-3.391, 0.514, 0.347], [-4.575, 1.220, 0.546], [-5.718, 0.609, 1.032], [-5.713, -0.748, 1.304], [-4.573, -1.484, 1.051], [-3.413, -0.864, 0.591], [-1.984, -1.899, 0.122], [-2.668, -2.800, -1.406], [-3.412, -1.779, -2.297], [-4.800, -2.284, -2.676], [-4.680, -3.637, -3.373], [-3.907, -4.658, -2.516], [-3.485, -4.071, -1.166], [-1.649, -2.982, 1.635], [-1.119, -1.963, 2.660], [-0.838, -2.652, 3.990], [-2.128, -3.214, 4.614], [-3.243, -3.351, 3.579], [-2.686, -3.923, 2.278], [-3.299, 3.186, -1.297], [-2.849, 2.019, -2.530], [-1.715, 3.260, -2.035], [-3.266, 2.808, 1.927], [-2.713, 4.574, 3.525], [-0.373, 5.374, 3.717], [1.368, 4.359, 2.354], [3.121, 3.295, -0.901], [2.829, 5.124, 0.567], [1.118, 5.318, 0.184], [3.364, 5.632, -1.838], [2.639, 6.975, -0.969], [1.716, 6.151, -3.396], [0.667, 6.900, -2.204], [-0.131, 4.664, -3.242], [-0.246, 4.830, -1.488], [2.075, 3.530, -2.951], [0.738, 2.628, -2.212], [3.472, 1.307, 0.797], [3.252, 3.777, 2.058], [4.522, 2.602, 2.290], [1.987, 2.690, 3.976], [3.550, 3.345, 4.448], [3.054, 1.013, 5.312], [4.588, 1.191, 4.478], [2.684, -0.763, 3.886], [4.003, -0.290, 2.830], [1.214, 0.929, 2.809], [1.833, -0.239, 1.622], [-4.616, 2.269, 0.298], [-6.614, 1.188, 1.188], [-6.595, -1.236, 1.689], [-4.592, -2.548, 1.213], [-1.775, -3.110, -1.970], [-2.840, -1.620, -3.212], [-3.504, -0.809, -1.802], [-5.276, -1.567, -3.344], [-5.423, -2.361, -1.786], [-4.165, -3.489, -4.322], [-5.676, -4.011, -3.602], [-3.016, -4.990, -3.051], [-4.520, -5.540, -2.338], [-2.878, -4.809, -0.633], [-4.373, -3.868, -0.571], [-0.796, -3.605, 1.343], [-1.842, -1.156, 2.807], [-0.194, -1.505, 2.265], [-0.365, -1.948, 4.675], [-0.123, -3.459, 3.815], [-2.468, -2.567, 5.420], [-1.915, -4.190, 5.051], [-3.706, -2.381, 3.400], [-4.015, -4.018, 3.964], [-3.488, -4.179, 1.589], [-2.174, -4.856, 2.522], [10.913, -9.425, -0.150], [11.065, -8.025, -0.029], [9.980, -7.251, 0.066], [8.666, -7.723, 0.164], [7.617, -6.834, 0.204], [7.830, -5.450, 0.135], [9.151, -4.982, 0.084], [10.201, -5.864, 0.058], [6.680, -4.592, 0.072], [5.442, -5.020, 0.242], [4.640, -3.965, 0.020], [5.399, -2.825, -0.304], [6.696, -3.253, -0.249], [4.792, -1.618, -0.715], [5.483, -0.495, -1.203], [4.773, 0.569, -1.698], [3.376, 0.527, -1.674], [2.682, -0.487, -1.173], [3.362, -1.569, -0.724], [2.582, -2.736, -0.390], [1.233, -2.665, -0.548], [0.563, -3.808, -0.492], [1.116, -5.044, -0.151], [2.459, -5.109, 0.124], [3.224, -3.950, -0.045], [11.916, -9.817, -0.301], [10.289, -9.679, -1.010], [10.486, -9.864, 0.754], [8.458, -8.780, 0.207], [6.601, -7.188, 0.272], [9.362, -3.921, 0.077], [11.221, -5.513, 0.014], [7.525, -2.724, -0.456], [6.562, -0.491, -1.225], [5.278, 1.431, -2.098], [2.799, 1.335, -2.108], [-0.482, -3.767, -0.756], [0.489, -5.919, -0.126], [2.952, -6.021, 0.419]], "lowdin_charge": [0.898, -0.181, 0.633, -0.285, -0.076, -0.044, -0.046, -0.101, -0.374, 1.058, -0.402, -0.204, -0.174, -0.177, -0.210, -0.223, -0.408, -0.172, -0.194, -0.171, -0.166, -0.248, -0.311, -0.101, -0.043, -0.045, -0.090, -0.397, 1.063, -0.405, -0.194, -0.190, -0.177, -0.171, -0.210, -0.400, -0.235, -0.175, -0.175, -0.194, -0.178, 0.032, 0.027, -0.013, 0.085, 0.116, 0.117, 0.088, 0.106, 0.103, 0.107, 0.116, 0.118, 0.115, 0.116, 0.119, 0.106, 0.121, 0.072, 0.092, 0.078, 0.125, 0.103, 0.124, 0.115, 0.116, 0.111, 0.114, 0.116, 0.061, 0.098, 0.116, 0.118, 0.086, 0.091, 0.120, 0.078, 0.122, 0.110, 0.113, 0.113, 0.112, 0.115, 0.110, 0.101, 0.075, 0.116, 0.077, 0.111, 0.116, 0.114, 0.115, 0.100, 0.123, 0.082, 0.125, -0.059, -0.055, -0.265, 0.005, -0.007, -0.166, -0.021, 0.016, -0.232, 0.191, -0.171, -0.119, 0.197, -0.055, 0.036, -0.017, -0.142, 0.025, -0.144, -0.143, 0.046, -0.151, -0.003, 0.053, -0.058, 0.101, 0.101, 0.100, 0.111, 0.112, 0.108, 0.126, 0.158, 0.127, 0.122, 0.093, 0.059, 0.124, 0.133], "gap_ev": 5.861, "e_tot_ev": -115383.68639, "relative_energy_kj_mol": 73.7, "total_charge": 2, "largest_force_ev_per_a": 1.478, "homo_energy_ev": -11.637}

---

# 3
{"formula": "C4H6S3", "method": "ωB97M-V with the def2-TZVPD basis set", "species": ["S", "C", "C", "S", "C", "C", "S", "H", "H", "H", "H", "H", "H"], "xyz": [[-3.430, -1.014, -0.107], [-1.991, -0.554, 0.482], [-0.881, 0.081, -0.277], [-1.196, 1.914, -0.007], [0.494, -0.224, 0.206], [1.594, -0.186, -0.546], [3.191, -0.473, 0.117], [-1.812, -0.639, 1.552], [-0.995, -0.037, -1.355], [-0.975, 1.891, 1.305], [0.588, -0.408, 1.270], [1.561, 0.012, -1.605], [3.852, -0.362, -1.034]], "lowdin_charge": [0.681, -0.744, -0.699, 0.754, -0.272, -0.529, 0.756, 0.055, 0.099, -0.134, 0.104, 0.073, -0.144], "smiles": "S=C[C@@H](S)/C=C/S", "gap_ev": 8.115, "e_tot_ev": -36749.41828, "relative_energy_kj_mol": 81.1, "total_charge": 0, "largest_force_ev_per_a": 0.930, "homo_energy_ev": -8.615}

---

# 4
{"formula": "C20H25N6ORuS3Se3Te", "method": "ωB97M-V with the def2-TZVPD basis set", "species": ["Ru", "C", "C", "N", "C", "C", "S", "C", "C", "S", "C", "N", "C", "H", "H", "H", "H", "H", "H", "H", "H", "Se", "Se", "Te", "Se", "O", "N", "C", "C", "C", "C", "C", "S", "H", "H", "H", "H", "C", "C", "N", "C", "N", "C", "C", "C", "N", "C", "H", "H", "H", "H", "H", "H", "H", "H", "H", "H", "H", "H", "H"], "xyz": [[-0.037, -0.871, 0.760], [-0.019, -4.822, 1.398], [0.949, -4.274, 0.415], [1.074, -3.028, 0.097], [2.008, -2.815, -0.883], [2.613, -3.947, -1.333], [2.007, -5.312, -0.501], [2.312, -1.452, -1.299], [3.397, -1.098, -2.032], [3.457, 0.595, -2.232], [2.007, 0.760, -1.301], [1.520, -0.386, -0.895], [1.468, 2.120, -1.055], [-0.245, -4.071, 2.152], [0.375, -5.717, 1.878], [-0.954, -5.079, 0.896], [3.367, -4.056, -2.095], [4.158, -1.733, -2.454], [1.869, 2.831, -1.777], [1.746, 2.438, -0.052], [0.381, 2.120, -1.079], [-1.640, -2.242, -0.782], [-3.560, -2.850, 0.128], [-3.186, -2.620, 2.872], [-1.048, -1.446, 2.773], [2.108, -1.044, 1.803], [2.391, -0.334, 2.867], [3.346, -0.789, 3.707], [3.740, -0.078, 4.809], [3.136, 1.153, 5.066], [2.139, 1.594, 4.229], [1.738, 0.839, 3.117], [0.480, 1.336, 2.073], [3.772, -1.738, 3.420], [4.500, -0.486, 5.458], [3.443, 1.753, 5.912], [1.623, 2.529, 4.394], [-2.076, 2.006, -4.146], [-0.792, 1.350, -3.673], [-1.052, 0.709, -2.401], [-1.867, 1.222, -1.425], [-1.786, 0.721, -0.231], [-2.744, 1.137, 0.785], [-4.027, 1.673, 0.173], [-3.675, 2.747, -0.836], [-2.756, 2.192, -1.814], [-2.547, 2.937, -3.043], [-2.834, 1.238, -4.309], [-1.913, 2.559, -5.071], [0.000, 2.110, -3.593], [-0.459, 0.588, -4.378], [-0.336, 0.108, -2.032], [-2.280, 1.885, 1.438], [-2.971, 0.265, 1.402], [-4.683, 2.071, 0.947], [-4.539, 0.855, -0.340], [-3.233, 3.617, -0.332], [-4.566, 3.084, -1.369], [-1.806, 3.736, -2.891], [-3.490, 3.412, -3.316]], "mulliken_spin": [2.873, -0.003, -0.005, 0.057, -0.016, -0.003, 0.011, 0.023, 0.004, 0.006, 0.014, -0.003, -0.002, 0.006, -0.001, -0.001, 0.001, 0.000, 0.000, 0.001, 0.005, 0.529, 0.533, 0.444, 0.237, 0.060, -0.012, 0.005, 0.001, 0.003, -0.003, -0.007, 0.127, 0.000, 0.000, 0.000, -0.002, -0.001, 0.003, 0.017, -0.043, 0.133, 0.021, -0.003, 0.002, 0.006, 0.000, 0.000, 0.000, 0.000, 0.000, -0.013, 0.000, -0.008, 0.000, 0.002, 0.001, -0.001, 0.001, -0.001], "gap_ev": [5.507, 5.487], "e_tot_ev": -270553.43309, "multiplicity": 6, "relative_energy_kj_mol": 7.0, "total_charge": 0, "largest_force_ev_per_a": 1.072, "homo_energy_ev": [-5.553, -6.576]}

---

# 5
{"formula": "C6H16NO", "method": "ωB97M-V with the def2-TZVPD basis set", "species": ["C", "C", "C", "C", "C", "N", "C", "O", "H", "H", "H", "H", "H", "H", "H", "H", "H", "H", "H", "H", "H", "H", "H", "H"], "xyz": [[-0.928, -1.058, 2.761], [0.179, -0.613, 1.717], [0.914, 0.614, 2.284], [-0.529, -0.405, 0.393], [0.352, -0.161, -0.805], [0.874, 1.244, -1.028], [-0.462, -0.487, -2.166], [-0.474, 0.619, -3.040], [-0.495, -1.673, 3.541], [-1.236, -0.099, 3.222], [-1.728, -1.571, 2.239], [0.739, -1.562, 1.646], [0.222, 1.276, 2.779], [1.811, 0.312, 2.845], [1.379, 1.253, 1.538], [-1.383, -1.068, 0.337], [-1.118, 0.510, 0.614], [1.072, -0.969, -0.889], [1.473, 1.229, -1.855], [0.168, 1.970, -1.167], [1.471, 1.329, -0.198], [-1.487, -0.817, -2.044], [0.056, -1.328, -2.649], [0.016, 0.481, -3.843]], "lowdin_charge": [-0.046, -0.407, -0.048, -0.169, -0.220, 0.231, -0.166, -0.052, 0.082, 0.083, 0.074, 0.139, 0.084, 0.102, 0.039, 0.121, 0.147, 0.155, 0.171, 0.183, 0.139, 0.124, 0.130, 0.102], "smiles": "CC(C)C[C@H]([NH3+])CO", "gap_ev": 11.213, "e_tot_ev": -10011.33828, "relative_energy_kj_mol": 190.5, "total_charge": 1, "largest_force_ev_per_a": 4.760, "homo_energy_ev": -14.635}

---

# 6
{"formula": "C8H12N2", "method": "ωB97M-V with the def2-TZVPD basis set", "species": ["C", "C", "C", "C", "C", "C", "C", "C", "N", "N", "H", "H", "H", "H", "H", "H", "H", "H", "H", "H", "H", "H"], "xyz": [[-2.802, 0.899, -0.286], [-1.350, -1.545, -0.199], [-0.176, -2.066, 0.512], [0.942, -1.037, 0.215], [-1.093, -0.214, -0.724], [0.191, 0.343, -0.113], [-0.168, 1.066, 1.257], [0.990, 1.392, -0.876], [-3.820, 1.358, -0.080], [-2.530, -2.063, -0.093], [-0.378, -1.940, 1.602], [-0.072, -3.163, 0.167], [1.744, -0.718, 1.057], [1.578, -1.349, -0.595], [-1.362, 0.209, -1.726], [-0.928, 1.749, 0.969], [0.702, 1.643, 1.677], [-0.588, 0.345, 2.009], [0.471, 2.420, -1.195], [1.279, 1.072, -1.878], [1.844, 1.649, -0.221], [-3.170, -1.645, -0.820]], "lowdin_charge": [-0.157, -0.421, -0.129, -0.119, -0.018, -0.513, -0.044, -0.068, 0.034, 0.163, 0.131, 0.155, 0.163, 0.093, 0.125, 0.037, 0.098, 0.102, 0.135, 0.071, 0.084, 0.079], "gap_ev": [9.383, 9.383], "e_tot_ev": -11466.76774, "relative_energy_kj_mol": 431.3, "total_charge": 0, "largest_force_ev_per_a": 5.313, "homo_energy_ev": [-10.202, -10.201]}

---

What did the third record say?
{"formula": "C4H6S3", "method": "ωB97M-V with the def2-TZVPD basis set", "species": ["S", "C", "C", "S", "C", "C", "S", "H", "H", "H", "H", "H", "H"], "xyz": [[-3.430, -1.014, -0.107], [-1.991, -0.554, 0.482], [-0.881, 0.081, -0.277], [-1.196, 1.914, -0.007], [0.494, -0.224, 0.206], [1.594, -0.186, -0.546], [3.191, -0.473, 0.117], [-1.812, -0.639, 1.552], [-0.995, -0.037, -1.355], [-0.975, 1.891, 1.305], [0.588, -0.408, 1.270], [1.561, 0.012, -1.605], [3.852, -0.362, -1.034]], "lowdin_charge": [0.681, -0.744, -0.699, 0.754, -0.272, -0.529, 0.756, 0.055, 0.099, -0.134, 0.104, 0.073, -0.144], "smiles": "S=C[C@@H](S)/C=C/S", "gap_ev": 8.115, "e_tot_ev": -36749.41828, "relative_energy_kj_mol": 81.1, "total_charge": 0, "largest_force_ev_per_a": 0.930, "homo_energy_ev": -8.615}